# 1
30 unconnected molecules or ions with the total composition C9H76NO30 at a distorted geometry, computed with the ωB97M-V functional and the def2-TZVPD basis.

```
! RIJCOSX wB97M-V def2-TZVPD def2/J DEFGRID3
* xyz -1 1
O 4.47 -1.48 1.35
O -0.95 -1.64 5.30
O -3.63 0.30 3.00
O -0.75 3.75 1.36
O 1.88 3.39 2.04
O 1.62 -2.31 4.87
O -1.58 1.05 0.93
O 1.90 1.64 4.26
O -1.81 0.26 6.05
O -1.33 2.00 -5.46
O 3.05 4.05 -0.48
O -3.12 -0.27 -5.30
O 1.76 -5.15 -1.98
O 3.85 -0.36 -3.10
O -1.95 4.71 -1.10
O -1.86 4.05 -3.89
O 5.14 -1.89 -1.28
O -3.21 -1.17 -0.60
O -2.39 -3.63 -1.37
O 3.81 -0.42 4.64
O -0.96 1.20 3.67
O 1.95 -2.24 -4.22
O -4.39 -2.96 1.23
O -2.94 -2.28 4.59
O 0.07 -4.82 1.10
O -4.82 1.25 -1.33
O -3.93 3.64 0.74
O 3.86 2.00 -1.80
O -0.19 -3.56 -3.05
O 1.19 0.83 -4.92
N -0.71 0.25 0.12
C 0.84 -1.70 -0.13
C 0.31 -0.24 -2.06
C 1.23 0.01 1.67
C -1.56 1.29 -1.91
C -0.75 -1.58 1.76
C 0.14 -0.72 0.86
C 1.39 -1.05 -1.38
C -0.32 0.84 -1.18
C 0.66 2.03 -1.00
H 0.12 -2.48 -0.40
H -1.06 2.83 1.20
H 0.28 2.77 -0.30
H -2.71 0.58 6.17
H 1.70 0.21 -5.45
H 1.68 -2.17 0.40
H -4.18 0.67 -0.89
H 2.59 -1.66 -3.77
H -4.13 -3.61 0.57
H 0.81 2.60 -1.93
H -1.61 0.43 5.10
H 4.53 -0.05 -3.72
H 0.85 0.25 -2.88
H -0.39 -0.92 -2.56
H -4.05 -2.12 0.88
H -3.95 1.19 3.17
H 0.96 3.71 1.94
H 2.33 3.84 -1.09
H 3.41 2.62 -1.18
H 1.76 2.15 3.45
H 4.75 -1.22 -1.88
H 4.38 -2.27 1.89
H 4.80 2.08 -1.60
H -1.57 -3.65 -1.90
H -0.02 1.44 3.64
H -3.77 2.69 0.73
H 2.61 -5.53 -1.76
H 2.85 1.60 4.36
H -0.09 -3.88 0.98
H 2.19 -0.06 1.15
H -1.30 -1.42 6.16
H -3.55 0.16 -6.04
H 3.76 4.37 -1.05
H -0.15 -2.28 2.34
H -2.89 -1.99 -1.03
H 1.18 0.43 -4.03
H 1.00 -4.89 1.32
H -1.74 -1.51 4.68
H -3.00 -1.52 3.99
H -5.66 1.05 -0.89
H 1.66 -2.56 5.80
H -1.43 1.58 -2.95
H -3.19 4.01 0.23
H 0.72 -1.94 4.76
H -1.62 1.88 -6.37
H 4.09 -0.68 5.52
H -3.14 0.37 2.17
H -2.39 -0.74 -0.27
H -0.40 1.73 -5.45
H 2.16 -0.30 -1.15
H -1.36 -0.95 2.38
H 1.39 -0.41 2.66
H -1.65 5.62 -1.04
H -1.12 0.69 2.85
H 4.40 -0.75 1.97
H -1.98 4.51 -2.05
H 0.21 -2.91 -3.65
H -2.64 0.43 -4.85
H 0.53 -4.18 -2.85
H -1.49 -2.10 1.14
H 4.82 -1.66 -0.39
H 1.02 1.08 1.70
H -2.25 0.44 -2.00
H -2.05 2.08 -1.34
H 1.63 1.69 -0.64
H 1.40 -4.83 -1.13
H -2.42 -4.48 -0.92
H 1.84 -1.83 -1.99
H 2.37 3.74 1.28
H -3.05 -1.89 5.47
H -0.98 4.44 -3.86
H 2.88 -0.69 4.59
H -1.80 3.36 -4.59
H -0.82 4.16 0.49
H 3.54 0.45 -2.65
H 2.48 -2.92 -4.63
*
```

For the HOMO-LUMO gap, the calculation gives 5.117 eV. The relative energy (zero: lowest compared OMol25 entry of this formula, charge and spin) comes out at 60.9 kcal/mol. The largest force on an atom comes out at 3.43 eV Å⁻¹. Its total energy is -73483.108 eV. As for the LUMO energy: 1.3 eV.

=====

# 2
A molecular structure, C9H7Cl28GaINOP at a distorted geometry, computed with the ωB97M-V functional and the def2-TZVPD basis.

```
! RIJCOSX wB97M-V def2-TZVPD def2/J DEFGRID3
* xyz -1 1
I 0.88 5.11 0.33
Ga 0.03 3.58 2.28
Cl -1.07 -6.31 -2.68
Cl -3.29 -5.18 -4.14
Cl 0.69 3.06 -1.87
Cl 2.74 -6.29 -7.01
Cl 0.22 -5.61 -5.79
Cl 2.56 -4.06 -5.19
Cl -1.01 -1.52 2.73
Cl 3.43 2.26 -2.63
Cl -3.09 -3.47 2.25
Cl 2.33 -6.75 -4.19
Cl 0.36 -3.00 6.05
Cl 5.85 1.19 -3.79
Cl -0.59 -3.63 0.79
Cl -1.90 6.42 0.50
Cl -4.34 5.01 -0.02
Cl 1.05 0.89 -3.87
Cl -3.95 7.64 -1.15
Cl -1.44 1.25 -2.48
Cl -4.40 7.33 1.68
Cl 0.05 -4.74 3.77
Cl 5.33 0.89 -0.97
Cl -3.00 -4.65 -1.32
Cl 5.98 3.48 -2.05
Cl -1.17 -3.47 -3.19
Cl -1.54 -5.17 6.13
Cl 1.29 -5.73 6.18
Cl -2.46 -1.51 0.24
Cl -0.59 3.17 -4.47
P 1.90 2.72 3.46
O -3.29 2.11 1.77
N 3.17 2.51 2.51
C 0.04 -4.66 5.53
C -2.13 -4.90 -2.83
C -0.93 2.01 1.39
C -0.06 2.09 -3.18
C 1.96 -5.67 -5.55
C -2.17 1.79 2.12
C -1.79 -2.53 1.51
C 5.14 1.96 -2.36
C -3.65 6.60 0.26
H -0.29 1.13 1.45
H -0.97 4.41 3.18
H 3.50 1.55 2.49
H -1.12 2.27 0.34
H 1.53 1.51 4.10
H -2.05 1.32 3.12
H 2.24 3.58 4.54
*
```

For the HOMO-LUMO gap, the calculation gives 6.159 eV. The largest force on an atom comes out at 1.35 eV Å⁻¹. Its total energy is -433376.896 eV. As for the LUMO energy: 1.4 eV.

=====

# 3
C9H7ClO6S in the gas phase at a distorted geometry, computed with the ωB97M-V functional and the def2-TZVPD basis.

```
! RIJCOSX wB97M-V def2-TZVPD def2/J DEFGRID3
* xyz 0 1
Cl 2.04 1.32 -4.29
S 1.51 2.45 -2.65
O -1.11 -1.02 1.50
O -0.46 -2.17 -1.11
O -0.20 2.63 2.33
O -0.11 0.64 3.32
O 0.43 3.42 -2.92
O 2.62 3.17 -2.09
C 0.19 0.94 0.94
C 0.78 1.68 -0.02
C -1.58 -2.34 1.19
C -0.17 -0.85 -0.75
C 0.88 1.28 -1.34
C 0.36 -0.02 -1.72
C -0.78 -3.03 0.09
C -0.40 -0.31 0.56
C -0.01 1.49 2.26
H 0.45 -0.54 -2.78
H -1.58 -3.01 1.99
H -0.47 1.09 4.09
H 1.25 2.61 0.33
H 0.20 -3.32 0.52
H -2.59 -2.17 0.78
H -1.25 -3.94 -0.22
*
```

The SMILES is O=C(O)c1cc(S(=O)(=O)Cl)cc2c1OCCO2. For the HOMO-LUMO gap, the calculation gives 8.745 eV. The relative energy (zero: lowest compared OMol25 entry of this formula, charge and spin) comes out at 27.6 kcal/mol. The largest force on an atom comes out at 4.95 eV Å⁻¹. Its total energy is -45086.690 eV. As for the LUMO energy: -0.4 eV.

=====

# 4
A molecular structure, C9H7CoN3O5 at a distorted geometry, computed with the ωB97M-V functional and the def2-TZVPD basis.

```
! RIJCOSX wB97M-V def2-TZVPD def2/J DEFGRID3
* xyz 3 5
Co 0.06 0.00 -0.02
O 2.71 1.17 -0.25
O -2.19 1.37 1.46
O 0.38 -0.36 2.88
O -1.17 2.48 -1.05
O 1.04 -3.02 -2.61
N -1.57 -2.78 -0.36
N -1.94 -0.63 0.40
N -4.03 -0.03 1.36
C 1.70 0.63 -0.22
C -3.80 -2.17 0.36
C -0.72 1.52 -0.58
C -2.69 0.29 1.10
C -2.43 -1.86 0.18
C 0.28 -0.17 1.74
C -4.87 0.93 2.06
C 0.82 -2.14 -1.91
C -4.56 -1.22 0.97
H -4.17 -3.15 0.08
H -5.26 0.48 2.98
H -1.97 -3.69 -0.56
H -0.57 -2.80 -0.14
H -4.28 1.82 2.29
H -5.74 1.19 1.45
H -5.61 -1.34 1.23
*
```

For the HOMO-LUMO gap (spin up / spin down), the calculation gives 9.890 / 6.637 eV. The largest force on an atom comes out at 10.41 eV Å⁻¹. Its total energy is -61745.876 eV. As for the LUMO energy (spin up / spin down): -12.3 / -15.8 eV.